Entry 1:
C26H42BrN3P2STc | wB97M-V/def2-TZVPD

Positions of all 76 atoms, in Å:
1 Tc -1.641 -0.760 0.401
2 Br -4.920 -0.605 -0.031
3 S -0.364 -1.412 2.271
4 P -2.005 -1.804 -1.589
5 P 1.207 -0.595 -0.286
6 N -0.010 -0.809 4.816
7 N 3.324 5.183 -3.282
8 N 0.873 0.884 3.495
9 C -4.343 -3.218 -1.532
10 C -1.195 2.357 1.013
11 C 0.207 -0.281 3.611
12 C 2.428 4.338 -3.775
13 C 2.876 0.493 -2.459
14 C -2.598 -0.490 -2.711
15 C 2.363 0.527 0.700
16 C 0.772 3.442 -0.385
17 C -2.278 2.800 0.182
18 C -0.710 -2.593 -2.610
19 C -3.248 1.911 -0.211
20 C -1.239 -3.855 -3.289
21 C 0.066 2.997 0.565
22 C -2.663 0.428 1.729
23 C -3.013 -3.101 -0.821
24 C -3.136 -0.959 -4.048
25 C 1.520 -0.085 -2.053
26 C 3.860 0.220 0.774
27 C 3.439 5.393 -1.977
28 C -3.182 0.585 0.360
29 C -1.652 1.421 1.996
30 C 2.657 4.690 -1.055
31 C 3.199 -2.630 -0.956
32 C 1.609 3.860 -1.497
33 C 1.584 3.605 -2.914
34 C 1.983 -2.292 -0.096
35 H -0.480 -4.241 -3.979
36 H 1.969 0.489 1.725
37 H 2.409 4.221 -4.874
38 H 2.175 1.553 0.342
39 H 4.366 0.307 -0.192
40 H -0.450 -1.734 4.845
41 H 1.165 -2.995 -0.318
42 H 0.102 -0.274 5.683
43 H 3.090 1.436 -1.939
44 H 4.335 0.957 1.436
45 H 1.027 1.402 4.358
46 H 4.081 -0.776 1.176
47 H 2.206 -2.424 0.978
48 H -2.449 -4.035 -0.830
49 H -1.389 1.471 3.049
50 H 2.843 0.723 -3.534
51 H -4.051 2.225 -0.882
52 H -4.999 -3.888 -0.972
53 H 3.705 -0.212 -2.304
54 H 4.194 6.112 -1.641
55 H 4.068 -2.000 -0.725
56 H 2.731 4.977 -0.012
57 H -0.400 -1.848 -3.363
58 H -2.419 3.883 0.053
59 H -3.842 -1.787 -3.953
60 H -4.850 -2.240 -1.537
61 H 0.986 1.401 2.615
62 H -1.452 -4.644 -2.556
63 H 0.181 -2.797 -1.990
64 H -3.706 -0.138 -4.491
65 H 0.826 2.999 -3.392
66 H 2.985 -2.569 -2.033
67 H -2.130 -3.637 -3.896
68 H -3.374 0.084 -2.195
69 H -2.326 -1.203 -4.741
70 H -1.735 0.181 -2.857
71 H 0.746 0.680 -2.238
72 H -3.181 -2.866 0.245
73 H -3.299 -0.157 2.430
74 H -4.245 -3.593 -2.551
75 H 1.282 -0.937 -2.709
76 H 3.484 -3.670 -0.739

Force components x, y, z for each atom (eV/Å):
Tc 4.4854 0.6668 0.4148
Br 2.3240 2.2484 1.3678
S 0.7733 0.6272 1.2536
P 0.9657 -0.8603 -1.6042
P 0.9935 -0.0539 -0.7302
N -0.2441 0.4086 -1.0615
N 0.1970 0.5026 -1.0113
N -0.9298 -0.5650 0.2020
C -1.0790 -0.2450 -0.0128
C -0.0696 0.3877 -0.2462
C -0.1227 -0.6600 0.4445
C 2.0953 1.0055 -0.0240
C 0.2236 0.0355 -0.0706
C -0.9426 0.3654 0.2759
C -1.0898 0.1502 0.2964
C -2.8117 -2.2694 2.1812
C -1.3630 -0.3292 -0.5662
C 0.6196 -0.0067 0.0785
C 0.5857 0.5474 -0.0308
C -0.0227 -0.2770 -0.2589
C 0.9689 0.7958 -2.6098
C -2.2549 1.7749 -0.1982
C -0.4737 -0.0664 -0.3391
C -0.2065 -0.0169 -0.6123
C -0.6652 0.0945 -0.0613
C 0.3814 -0.1684 -0.2461
C 1.0719 0.2042 -1.6139
C -2.5292 -0.2812 0.6128
C 0.1068 -0.8072 0.5429
C -1.9442 -0.1091 0.7555
C 0.2753 0.0660 -0.2066
C 1.3051 0.5348 0.5076
C -1.9691 -0.3964 2.1711
C -0.8793 0.0209 0.4246
H -0.1148 0.0598 0.1877
H 0.4817 -0.2284 -0.7132
H -0.1930 0.0896 0.6492
H 0.1591 -0.5087 0.0854
H -0.1666 -0.0415 0.1713
H 0.1614 0.5556 0.3351
H 0.2816 0.0056 0.2014
H 0.2262 -0.4460 -0.2345
H 0.0987 -0.3215 0.0277
H -0.2056 -0.2100 -0.0841
H 0.2724 0.0164 -0.2121
H -0.1401 0.2534 -0.0161
H -0.1163 0.1400 -0.3877
H 0.1237 0.0888 -0.0895
H 0.6446 0.0167 -0.4267
H 0.0343 -0.1412 0.2549
H 0.1491 -0.2409 0.3217
H 0.0508 -0.1056 -0.1652
H -0.2651 0.3154 -0.0380
H -0.1521 -0.1902 -0.1731
H -0.3173 -0.2310 -0.1402
H 0.1209 -0.3257 0.0715
H -0.2665 -0.2262 0.2921
H 0.4587 -0.5159 -0.6364
H 0.2231 0.0343 -0.0803
H 0.3047 -0.9835 -0.6321
H -0.3294 -0.5212 0.8517
H -0.0112 0.1680 -0.3626
H -0.4667 -0.1181 -0.3419
H 0.1445 -0.0498 -0.0228
H -0.1190 -0.2181 0.2600
H 0.0663 -0.0054 0.3022
H 0.2140 -0.1816 0.2689
H 0.2034 -0.0915 -0.1004
H -0.2384 -0.1963 0.0583
H -0.0992 -0.2655 0.2369
H 0.0918 -0.2364 -0.0646
H 0.0298 0.0642 -0.1087
H 0.8661 0.9024 0.0211
H 0.0291 -0.0343 0.1038
H 0.0739 0.3074 0.3803
H -0.0840 0.2925 -0.0761

Computed properties:
LUMO level (alpha / beta) in Eh: -0.5064 / -0.5693
Multiplicity: 4
HOMO energy (alpha / beta) in Ha: -0.712 / -0.721
Frontier orbital gap (alpha / beta) in Eh: 0.2058 / 0.1522
Total charge: +4

***

Entry 2:
C5H14N2S | wB97M-V/def2-TZVPD

Positions of all 22 atoms, in Å:
1 S -1.264 0.795 -2.684
2 N -0.500 -0.304 2.378
3 N 0.633 -1.982 -0.591
4 C 0.513 0.446 -2.328
5 C 0.201 -0.706 -0.047
6 C 0.592 -0.591 1.446
7 C -1.142 0.999 2.218
8 C 0.822 0.441 -0.851
9 H -1.244 1.303 1.171
10 H 0.978 -1.557 1.738
11 H -1.207 -1.024 2.352
12 H -1.146 2.090 -2.994
13 H 0.821 -1.970 -1.580
14 H -0.573 1.757 2.769
15 H 0.713 -0.483 -2.841
16 H 1.323 0.198 1.550
17 H 1.094 1.226 -2.825
18 H -2.117 0.959 2.687
19 H -0.893 -0.584 -0.165
20 H 0.023 -2.743 -0.328
21 H 0.466 1.353 -0.371
22 H 1.907 0.379 -0.704

Force components x, y, z for each atom (eV/Å):
S 0.0932 -0.1781 0.0082
N 0.0203 0.2942 -0.0123
N 0.4572 -0.1364 0.3572
C -0.5468 0.9532 -0.2593
C -0.3582 0.3325 -0.5859
C -1.4433 -0.1567 -0.0353
C 0.5082 -0.2086 0.1930
C 0.2065 -0.5573 0.6060
H -0.1609 0.1116 0.0355
H 0.5533 -0.0974 0.0992
H 0.0821 -0.1740 -0.1349
H 0.0909 0.0390 0.0543
H -0.2761 -0.1699 -0.0022
H 0.0391 0.0112 -0.2435
H 0.2272 -0.2510 -0.0085
H 0.4954 0.0698 0.2375
H -0.0501 -0.1897 -0.0296
H -0.2820 0.0555 -0.0374
H 0.1341 -0.0474 0.3202
H 0.0387 -0.0134 -0.2447
H 0.1435 0.2086 -0.2385
H 0.0277 0.1044 -0.0792

Computed properties:
LUMO level in Eh: 0.0305
ΔE to the lowest compared entry with this formula, charge and spin in kcal per mole: 7.2
Multiplicity: 1
HOMO energy in Ha: -0.312
Frontier orbital gap in Eh: 0.3429
SMILES string: CNC[C@H](N)CCS

***

Entry 3:
C38H106N8O11 | wB97M-V/def2-TZVPD

Positions of all 163 atoms, in Å:
1 O 2.376 -4.054 2.133
2 O -4.893 -2.600 4.735
3 O 2.145 2.980 -3.214
4 O -1.447 0.781 -3.554
5 O -1.458 -4.047 0.361
6 O -3.046 5.025 -3.193
7 O -1.985 3.505 2.951
8 O -0.315 -0.405 4.372
9 O 6.098 -4.302 -4.536
10 O -3.253 -0.770 -0.893
11 O 4.773 1.246 0.080
12 N -2.782 1.513 0.618
13 N -0.476 -3.083 3.302
14 N 3.425 2.467 2.340
15 N -3.430 0.618 4.205
16 N 5.201 -1.932 1.435
17 N -0.690 3.815 -1.727
18 N -4.140 2.317 -5.472
19 N 3.711 -5.051 -1.841
20 C 2.093 3.572 -4.473
21 C 4.167 2.537 -0.068
22 C 0.756 3.287 -5.221
23 C -1.457 4.812 2.716
24 C -4.445 -0.291 4.700
25 C 3.635 -3.731 1.693
26 C -4.235 -1.589 3.971
27 C -3.304 2.074 -4.236
28 C -2.612 5.514 -1.913
29 C -3.914 -2.030 -0.691
30 C 4.124 -4.735 -3.239
31 C -0.671 -5.083 -0.233
32 C -2.632 5.720 2.601
33 C 5.740 0.931 -0.859
34 C -4.441 5.206 -3.333
35 C 2.190 -5.462 2.017
36 C 7.372 -3.753 -4.710
37 C -2.548 0.728 -4.371
38 C 3.879 -2.317 2.038
39 C -4.140 2.021 -2.933
40 C 2.318 3.924 0.835
41 C 2.720 -1.448 1.590
42 C 3.018 2.618 0.936
43 C 0.457 -3.918 5.500
44 C -1.107 5.187 -1.711
45 C 0.364 -1.386 5.098
46 C -1.654 0.717 0.077
47 C 3.560 -3.357 -3.760
48 C -0.480 0.876 1.064
49 C 5.639 -4.568 -3.245
50 C -0.289 -2.768 4.779
51 C -5.817 0.264 4.396
52 C -0.339 5.964 -2.727
53 C 0.498 0.787 4.376
54 C -5.043 -3.873 4.059
55 C -2.065 -0.739 -0.166
56 C -0.860 -0.469 -3.375
57 C -0.813 -5.034 -1.720
58 H -4.309 -0.590 5.772
59 H -4.707 1.487 -5.715
60 H -1.223 -3.980 1.321
61 H 3.737 -3.168 -4.793
62 H 3.982 -2.225 3.120
63 H 7.392 -3.264 -5.639
64 H -3.641 1.582 4.181
65 H -4.821 4.973 -2.358
66 H 3.020 -0.385 1.565
67 H 2.314 4.671 -4.416
68 H -0.667 7.028 -2.910
69 H -1.306 1.241 -0.858
70 H 5.759 -0.136 -0.945
71 H 2.862 -4.594 -1.675
72 H 4.492 -4.396 1.974
73 H -4.660 6.251 -3.529
74 H -3.631 1.370 0.112
75 H 0.281 -3.775 6.570
76 H 5.834 -3.731 -2.536
77 H -2.138 3.145 2.100
78 H 2.973 3.269 -5.081
79 H -3.144 -0.167 -4.105
80 H 0.514 -3.244 2.957
81 H 2.477 -3.330 -3.575
82 H -2.208 0.603 -5.413
83 H 0.633 4.039 -5.997
84 H -0.910 -6.087 0.172
85 H 0.405 0.623 0.551
86 H -2.853 6.545 -1.838
87 H 1.893 -1.594 2.241
88 H 2.374 1.741 0.724
89 H 0.272 -1.096 6.139
90 H 2.799 -5.951 2.737
91 H 4.015 -2.584 -3.215
92 H 4.009 -5.586 -3.877
93 H 0.156 -4.923 5.232
94 H 3.627 -3.776 0.594
95 H 7.672 -3.181 -3.862
96 H -0.757 -4.010 -2.121
97 H 8.200 -4.482 -4.776
98 H 1.152 -5.658 2.323
99 H 3.057 4.748 0.966
100 H -3.584 1.461 -2.177
101 H 1.429 -1.349 4.836
102 H 5.604 1.519 -1.790
103 H -2.484 2.814 -4.243
104 H -1.490 -1.320 -3.145
105 H -3.553 2.483 -6.264
106 H -4.444 -2.051 0.251
107 H 3.673 1.510 2.524
108 H -0.047 -0.362 -2.612
109 H 0.752 1.073 5.406
110 H -4.870 4.561 -4.123
111 H 6.087 -5.465 -2.865
112 H 6.716 1.173 -0.468
113 H 4.242 3.077 2.597
114 H 4.911 3.386 0.087
115 H -0.709 5.042 3.552
116 H -0.020 3.429 -4.455
117 H 0.674 2.274 -5.552
118 H -2.482 0.442 4.606
119 H -0.912 3.345 -0.879
120 H 3.524 -6.093 -1.678
121 H -5.880 -4.349 4.531
122 H -3.304 5.656 3.449
123 H -1.146 3.445 -2.530
124 H -1.749 -5.407 -2.113
125 H 3.717 2.636 -1.088
126 H -2.236 -1.182 0.821
127 H -0.784 4.910 1.842
128 H -4.650 -2.047 -1.469
129 H -6.099 0.980 5.138
130 H -3.158 4.991 -1.185
131 H -4.324 2.989 -2.497
132 H -0.729 -2.240 2.809
133 H -5.153 1.426 -3.093
134 H -0.243 -0.728 -4.292
135 H -0.607 0.168 1.908
136 H -2.469 6.790 2.416
137 H -3.166 -2.944 -0.679
138 H -3.227 5.439 1.669
139 H 2.287 -1.715 0.628
140 H -0.928 5.704 -0.726
141 H -6.474 -0.631 4.528
142 H 2.348 -5.861 0.965
143 H 5.871 -2.580 1.836
144 H -4.647 -1.489 2.930
145 H 1.626 3.921 1.680
146 H -5.885 0.504 3.364
147 H -3.208 -1.847 3.960
148 H 1.740 4.216 -0.087
149 H -4.099 -4.360 4.060
150 H -5.324 -3.709 3.002
151 H 1.526 -3.769 5.302
152 H -2.935 1.153 1.544
153 H 1.390 3.337 -2.653
154 H -0.351 5.426 -3.670
155 H 5.358 -0.948 1.674
156 H 1.388 0.629 3.744
157 H 0.747 5.910 -2.525
158 H -0.029 -5.641 -2.230
159 H -1.349 -2.689 5.177
160 H -0.034 1.623 3.935
161 H -1.280 -1.289 -0.672
162 H -0.368 1.963 1.247
163 H 0.419 -4.959 0.063

Force components x, y, z for each atom (eV/Å):
O -0.7994 -1.8700 0.6235
O -0.6422 -0.5415 -0.7354
O -0.8473 0.1356 1.3673
O 0.5203 -0.1277 1.4361
O 0.4844 -0.4179 0.8383
O 0.6588 0.1216 -0.0368
O 1.1485 0.7557 1.0510
O 0.2750 1.3236 -0.5501
O -0.5571 -0.0713 -0.7664
O -0.3721 -0.9061 -0.0719
O -1.2328 0.8901 0.6521
N 1.2153 0.2049 0.1549
N 2.5796 -0.1553 0.7937
N 0.7841 0.7624 0.3489
N 1.8763 -1.1634 0.1719
N -1.5864 0.1000 0.0236
N 0.6238 0.9834 -0.1873
N -0.4685 -0.4543 1.3698
N 0.9107 -2.0666 -0.6286
C 0.3253 0.9992 -1.4152
C 0.1711 -0.0698 -0.2509
C 0.7651 1.1669 1.5773
C 1.5371 0.1674 1.2174
C 0.8025 0.1629 0.2211
C 1.2517 0.1918 -1.9220
C -1.4553 -0.7065 -0.1682
C -0.4279 -1.3530 -0.9962
C 1.0011 -1.8536 -1.7128
C 1.6200 -0.7658 -0.2634
C 0.9904 1.0895 0.0514
C 1.2876 0.0100 1.1368
C -1.4110 1.0568 -1.6887
C 0.5861 0.8139 -0.3277
C 0.3631 0.0153 -0.2304
C -1.5484 0.3091 -0.7263
C 0.6967 -1.7143 0.8839
C -0.8249 0.1716 -0.9465
C 1.3658 1.0054 0.0055
C -1.0564 -1.1437 -0.6553
C -0.9532 1.7221 -0.4202
C 0.5948 0.7026 -0.5515
C 0.9369 -0.9371 -0.2064
C -0.0152 1.4762 -0.0030
C -0.9860 2.9069 1.3110
C -0.2979 -1.0336 -0.6056
C 0.1047 1.2332 -0.4777
C -1.3678 -2.5408 0.7132
C -1.2671 -0.1677 -0.4528
C 0.1394 0.8937 1.0314
C -1.6076 -0.1662 -0.1221
C -0.2968 -2.6941 1.3191
C 1.4761 0.6825 -1.1879
C -0.2785 -0.1338 -0.2954
C -0.3640 2.4790 -0.6038
C 0.4982 1.1174 0.6513
C 3.2412 0.0020 -0.6643
C 0.5042 0.0229 -1.3582
H -0.3469 0.6899 -0.4687
H 0.4162 0.5640 0.4390
H -0.3094 -0.1117 -0.8780
H 0.2126 -0.2283 -0.7574
H -0.2875 -0.0071 0.3565
H -0.1162 1.1525 -0.9980
H -0.3184 1.0095 0.3197
H -1.1360 -0.2581 0.4174
H -0.2387 -0.4122 0.0025
H -0.7405 -0.4823 0.1589
H 0.3072 -1.1758 0.3761
H -0.6005 -0.8423 0.4434
H -0.2872 -0.6734 -0.6759
H -1.4881 0.7350 0.4582
H -0.8409 0.1455 0.4917
H -0.1565 0.3481 -0.2176
H -0.4664 -0.2315 -0.5098
H 0.2036 -0.1781 -0.0299
H 0.3388 -0.3272 -0.3432
H -0.5873 -1.0685 -1.5498
H -0.5108 -0.5477 0.4701
H -0.2661 0.4388 -0.1298
H -1.2947 -0.0111 0.2528
H 0.1286 0.1411 -0.1339
H -0.1678 -0.0109 -0.0640
H -0.1899 -0.2497 -0.2781
H -0.3252 0.3643 -0.1966
H 1.2935 -0.6679 -0.5943
H 0.1666 1.2831 0.1718
H -0.6512 0.1678 0.9604
H 0.0432 0.5888 0.0209
H 0.0979 -0.5088 0.6311
H 0.9041 -0.6723 0.4014
H 0.6148 1.1107 0.9464
H -1.0197 -0.3210 -0.7937
H -0.2074 0.0053 -0.2840
H 0.2178 -0.1175 -0.0711
H -0.0369 1.1955 0.5273
H 0.2942 -0.1771 0.3654
H -0.4679 -0.4814 0.0051
H 0.1959 0.0050 -0.2949
H -0.4397 -0.4260 0.1761
H 0.0501 -0.1239 -0.1501
H 0.0956 -0.3457 -0.0772
H -0.0444 -0.7640 0.1599
H -0.7286 0.0400 0.2768
H -0.6404 0.1568 0.1908
H 0.4870 0.1496 -0.3825
H -0.0572 0.1264 0.5813
H 0.3377 -0.1648 0.0470
H -0.9118 -0.0692 -0.2274
H 0.1990 -0.1741 -0.1809
H 0.4658 0.2759 0.4437
H 0.4770 -0.6171 0.4284
H 0.6762 0.4301 0.1190
H -1.1042 -0.8700 -0.5235
H -0.6442 -0.9141 -0.0712
H -1.4100 -0.1396 -0.6590
H -0.0538 0.0274 -0.4369
H 0.0979 -0.5697 -0.4522
H -1.1544 0.3321 -0.5756
H -0.5365 -0.6233 0.4211
H 0.4731 2.0468 -0.5996
H 0.0147 -0.6908 0.4209
H -0.0162 -0.2214 0.1824
H -0.4108 -1.2330 -0.4117
H -0.4648 -0.2590 0.2933
H 0.4952 -0.0408 0.4586
H 0.0996 -0.1810 0.1890
H -0.5240 -0.5089 -0.0966
H -0.3454 -0.5720 -0.5524
H -0.3417 0.8732 -0.0761
H -0.9853 -0.8163 1.3693
H -0.3331 0.1489 -0.1316
H -0.3412 0.5566 0.0711
H 1.9944 1.3249 0.1718
H -0.8215 0.0080 0.5227
H 0.1173 1.0004 0.0361
H 0.6068 -0.1578 0.2786
H -1.4881 1.8365 -0.3540
H 0.5679 -0.0361 1.1627
H 0.5095 -0.0497 -0.4270
H 0.1906 -0.9099 -0.4639
H 0.0321 0.7765 0.0192
H 0.0342 0.5742 1.1496
H 0.3908 0.6225 0.0247
H 0.3544 -0.3278 0.6330
H -0.0624 0.4603 -0.0740
H -0.0597 0.8959 -0.7838
H 1.3792 -0.0572 -0.4432
H 0.6487 -0.8639 0.6121
H 0.6391 -0.9872 0.2365
H 0.0555 0.0101 0.2696
H -0.0557 -0.3531 0.0773
H -0.3878 -0.1342 0.7374
H 0.9759 -0.5560 -0.8955
H -0.5632 0.1245 -0.4363
H 0.4678 -0.6224 -0.0424
H -0.0272 -0.0128 0.4495
H -0.3441 0.4613 0.3880
H -0.3548 0.4110 0.4462
H 1.0841 -0.1732 -0.2706
H -0.4445 -0.0872 -0.0878
H 0.2940 -0.3109 -0.0959
H -0.2058 -0.7004 0.7363
H -1.0579 0.1900 -0.4695

Computed properties:
LUMO level in Eh: 0.0225
ΔE to the lowest compared entry with this formula, charge and spin in kcal per mole: 73.8
Multiplicity: 1
HOMO energy in Ha: -0.318
Frontier orbital gap in Eh: 0.3408
SMILES string: COC[C@H](C)N.COC[C@H](C)N.COC[C@H](C)N.COC[C@H](C)N.COC[C@H](C)N.COC[C@H](C)N.COC[C@H](C)N.COC[C@H](C)N.CCO.CCO.CCO